# 1
{"formula": "C22H28N5O3SY", "method": "ωB97M-V with the def2-TZVPD basis set", "relative_energy_kcal_mol": 0.00, "homo_ev": -6.62, "total_charge": 0, "energy_ha": -1791.2697, "max_force_ev_per_a": 3.15, "elements": ["C", "N", "S", "H", "C", "H", "C", "C", "C", "H", "N", "H", "C", "H", "Y", "C", "C", "C", "H", "C", "H", "H", "C", "C", "H", "O", "H", "H", "O", "H", "H", "H", "N", "H", "H", "C", "C", "C", "H", "C", "C", "C", "H", "H", "C", "O", "H", "H", "C", "N", "H", "H", "C", "H", "H", "H", "H", "H", "N", "C"], "positions_angstrom": [[12.71351, 12.75314, 8.19156], [11.48086, 12.21263, 10.31945], [8.65591, 13.16348, 8.27071], [9.61171, 12.02662, 5.69886], [11.14471, 12.47867, 11.55080], [6.36033, 13.15909, 12.19943], [8.32718, 9.61649, 6.44128], [13.35427, 9.33986, 6.91052], [9.23471, 11.50061, 14.61244], [11.72528, 6.41780, 7.43170], [6.65694, 14.39591, 9.28554], [4.82377, 13.29520, 9.17327], [13.42795, 6.76602, 6.10596], [14.99777, 7.27731, 4.76390], [10.37533, 10.67722, 8.54982], [13.38588, 10.73773, 7.25652], [7.36810, 13.26803, 9.42571], [5.20607, 14.32268, 9.60565], [6.49021, 11.42214, 12.10954], [10.05899, 12.12568, 13.72203], [13.41918, 5.72544, 5.84156], [6.88273, 9.34376, 4.96568], [10.14471, 11.10416, 6.03623], [9.52340, 9.79260, 5.54607], [4.56528, 15.08754, 9.19394], [11.50586, 8.82760, 8.37417], [11.21420, 11.23742, 5.68504], [10.70949, 12.90429, 14.05989], [9.37912, 10.25772, 10.58338], [12.76251, 13.88847, 10.10520], [13.68455, 13.26598, 7.88422], [14.27608, 11.21034, 6.92875], [12.52184, 11.41581, 7.83805], [9.20027, 9.93255, 4.53028], [5.10155, 14.34940, 10.71380], [12.39824, 8.45416, 7.50055], [9.38348, 10.63425, 11.85082], [10.10266, 11.80895, 12.32927], [7.70177, 11.50880, 10.24696], [12.45393, 7.13785, 7.06867], [14.19017, 8.95068, 5.90790], [6.21811, 12.27548, 11.49569], [8.00743, 9.72338, 14.83377], [6.79498, 14.92052, 8.45370], [8.72277, 9.88396, 12.83488], [8.34683, 9.70634, 7.67063], [5.14836, 12.19981, 11.17272], [8.22513, 8.97648, 12.55584], [8.62118, 10.31056, 14.11389], [7.11180, 12.30280, 10.35544], [6.27303, 9.30915, 6.51790], [11.68476, 13.25122, 12.07452], [12.64647, 12.86203, 9.73078], [11.97918, 13.39963, 7.72180], [14.73754, 9.75291, 5.44159], [9.22968, 11.66086, 15.67983], [13.49673, 12.32526, 10.09898], [10.19792, 8.95124, 5.67205], [7.10699, 9.35134, 5.91016], [14.28632, 7.62214, 5.51377]]}

=====

# 2
{"formula": "C22H29BBr45ClIO3", "method": "ωB97M-V with the def2-TZVPD basis set", "homo_ev": -5.42, "total_charge": -1, "energy_ha": -117694.8347, "max_force_ev_per_a": 1.82, "elements": ["C", "Br", "H", "Cl", "H", "Br", "Br", "C", "H", "Br", "H", "H", "C", "C", "H", "Br", "Br", "H", "H", "C", "Br", "Br", "H", "Br", "Br", "Br", "H", "C", "H", "Br", "Br", "Br", "H", "H", "H", "H", "C", "C", "Br", "O", "Br", "Br", "H", "Br", "C", "H", "Br", "C", "Br", "H", "C", "C", "Br", "C", "H", "Br", "H", "Br", "H", "H", "O", "Br", "H", "C", "Br", "Br", "H", "Br", "Br", "H", "H", "C", "O", "Br", "B", "Br", "Br", "H", "Br", "H", "C", "Br", "C", "Br", "I", "Br", "Br", "Br", "C", "Br", "C", "C", "Br", "C", "H", "Br", "Br", "Br", "Br", "Br", "C", "Br"], "positions_angstrom": [[2.91531, -1.30510, 1.85506], [-2.01964, -2.47665, 8.79757], [3.20867, 5.31218, 8.05972], [-2.56939, 1.73625, 3.81602], [-4.98706, 4.91784, -7.19051], [-0.42470, 1.38730, 8.96332], [0.05698, -8.62088, -1.43606], [2.28142, 0.78077, 0.47518], [2.57875, -1.10856, 2.86997], [-8.85444, 3.94622, -12.18988], [4.46026, -1.56527, -2.95639], [2.06353, -1.69492, 1.30190], [-0.21610, 0.98359, 10.83091], [1.18869, -7.07753, -1.20503], [4.09874, -0.26347, 0.41657], [2.65527, 3.19017, 6.92301], [-5.76139, -0.54444, 3.60565], [1.16711, -6.53116, -2.13566], [-0.58323, 5.45110, -4.70128], [-7.13548, -1.88169, 3.58830], [8.56661, -3.45849, -5.41133], [0.73113, -10.00092, 2.20991], [3.82646, 0.69527, 1.90711], [-8.85394, -1.14254, 3.12705], [6.25003, -4.73220, -3.64183], [2.38174, -7.73161, 3.70871], [-3.18707, -2.93344, 1.58106], [7.13389, -4.74003, -5.35043], [1.83317, -10.03073, 4.42075], [5.29172, -0.74258, -5.12536], [-2.38056, 6.37343, -6.12225], [4.63267, 6.25956, -1.02234], [-1.22806, -1.69646, 0.87830], [2.77823, 1.37804, -0.29319], [2.98214, -2.07092, -8.02739], [-0.15361, 1.92378, 11.35825], [5.13979, -0.76341, -3.20751], [3.38310, -0.00075, 1.19911], [-5.59290, 3.97312, -4.99653], [1.62471, 1.73082, 1.28031], [5.89585, -4.49141, -6.80131], [0.53040, -5.90166, 0.16172], [7.57282, -5.71787, -5.47579], [0.80558, -0.96394, -7.67071], [2.96540, 4.33034, 8.43604], [-7.21738, -2.27062, 4.59213], [0.64086, 7.29716, -5.78756], [-1.96742, -1.15452, 1.46364], [-0.09088, -1.42518, 6.50160], [1.60103, 0.11263, -0.05895], [3.71641, 4.77570, -1.84807], [-0.58175, 5.81808, -5.71780], [3.77731, -10.49499, 2.96948], [-1.73326, 1.30625, 2.25778], [-2.29122, -2.54934, 3.05880], [1.36982, 4.51263, 9.49870], [-2.41665, 1.38243, 1.41277], [-1.47112, -7.28304, 3.20799], [4.47308, 4.16339, -2.31667], [-1.13641, -0.52071, 3.38949], [-0.65541, 2.06886, 1.93810], [-3.77996, -5.25016, 4.02806], [3.69649, -2.06276, 1.86122], [-1.85609, -1.35161, 7.24192], [-3.18731, -1.71104, 5.90881], [-1.75711, 0.03887, 11.49826], [-2.59778, -0.62864, 0.74291], [2.79372, 3.68513, -0.56578], [-1.77935, 10.05116, -3.47204], [-7.10179, 2.98739, -10.74090], [-0.49825, 12.14906, -3.22717], [2.04854, -2.42954, -7.61960], [0.11935, -0.07689, 1.91482], [1.41568, 0.02794, 11.18006], [0.57526, 1.25407, 2.11401], [1.47188, -3.89324, -8.72967], [-0.01323, 4.36754, -6.84419], [-3.71248, -1.58726, 2.64544], [4.36727, 0.85484, -2.52676], [-2.11866, -6.41908, 5.43631], [-5.91565, 4.52206, -6.80496], [2.54010, 5.37431, -3.25655], [-2.86096, -2.12711, 2.23421], [-0.33881, 11.84004, -5.67330], [1.25522, 1.58498, 4.30206], [4.45980, 3.74216, 9.50377], [-0.71841, -4.55709, 4.61597], [-6.67314, -3.36321, 2.44725], [-7.07337, 3.36873, -11.75047], [-6.39888, 3.02962, -7.92207], [2.13597, -9.62080, 3.46936], [-1.23163, -0.17327, 2.35819], [-6.49055, 1.93236, -12.88937], [-2.03886, -5.94435, 4.47021], [-2.00953, -0.33872, 7.58188], [1.35847, 10.52486, -3.32809], [3.01666, -7.58814, -0.88339], [6.82033, -1.16511, -2.36771], [2.39727, -3.00188, -5.82145], [-7.22091, 5.93090, -6.90678], [-0.33792, 11.27099, -3.83376], [-5.83100, 4.83300, -11.76290]]}

=====

# 3
{"formula": "C22H29BN9O5W", "method": "ωB97M-V with the def2-TZVPD basis set", "homo_ev": [-14.06, -14.06], "multiplicity": 2, "total_charge": 2, "energy_ha": -1816.2610, "max_force_ev_per_a": 5.04, "elements": ["H", "H", "H", "N", "H", "H", "H", "H", "N", "H", "C", "H", "H", "H", "O", "H", "N", "O", "H", "H", "C", "C", "C", "N", "C", "C", "H", "H", "C", "C", "H", "H", "C", "O", "C", "N", "H", "H", "C", "C", "H", "C", "C", "C", "C", "H", "N", "H", "C", "H", "H", "C", "O", "N", "B", "H", "H", "C", "O", "C", "H", "N", "H", "W", "N", "C", "C"], "positions_angstrom": [[-4.16930, -0.41950, 0.40340], [-0.01570, -2.61350, 2.94480], [0.67760, 6.79700, -5.00490], [0.11230, 3.16430, -0.07850], [-0.77730, 6.10790, -5.66490], [-1.78180, 5.38300, -0.56200], [-3.08150, 3.81090, -2.49540], [0.83090, 1.10240, 3.38450], [-0.22650, 4.77740, -3.30980], [0.59680, -1.92700, -2.55140], [-0.39610, 6.70150, -4.83140], [-1.64330, -4.46180, 0.26780], [-1.84490, 7.45430, -2.33000], [2.36050, 1.98100, 3.34580], [-1.15820, -1.46580, -0.63770], [1.80430, -3.37230, 1.32860], [-2.11360, 1.21360, -0.84550], [1.20340, -1.47440, 0.79290], [-5.07720, -0.37830, -1.09880], [-0.85930, 7.68310, -4.84140], [-2.02790, -3.44410, 0.38180], [-1.57540, -2.65270, -0.91110], [1.05880, 2.19200, -3.40440], [0.35690, 2.08320, -2.27200], [-3.39860, 0.88230, -1.09230], [-0.65260, 6.01820, -3.55900], [1.77960, 4.39870, 2.41750], [-5.01570, 1.95970, -2.14570], [-2.35070, -1.89810, 2.28670], [-1.35110, 5.47550, -1.53590], [-0.14810, -4.22760, 2.23250], [-3.54560, -1.25440, -1.04920], [-1.94040, -0.41370, 1.95700], [-1.61820, -3.16810, -1.99890], [-3.03280, 2.87190, -1.98280], [0.36400, 2.03360, 0.64410], [2.22140, 0.70840, -4.54610], [-3.41040, -2.01890, 2.05910], [1.60930, 0.95920, -3.70320], [1.08020, 2.42180, 1.72440], [2.22710, -1.67930, -3.17140], [-4.07400, -0.37660, -0.68000], [-1.37870, 6.49880, -2.43380], [1.50310, -1.32300, -2.44310], [0.89680, -2.86510, 0.98710], [0.63710, -3.26980, 0.00580], [-0.63710, 4.44440, -2.09630], [2.11790, 0.63310, 2.22890], [1.62280, 1.47030, 2.72970], [-2.20970, -2.02000, 3.36660], [1.60580, -1.16770, 1.62320], [0.65740, 4.22720, 0.53310], [-0.66880, -0.23110, 1.96540], [-1.90690, 2.44100, -1.39180], [-0.50930, 3.07720, -1.48540], [1.92480, -1.44870, -1.44070], [1.10870, 3.13170, -3.91970], [1.19590, 0.11100, -2.67950], [-2.76770, 0.46740, 1.80900], [-0.21760, -3.15330, 2.01620], [0.61430, 5.21650, 0.12480], [-1.55680, -2.84690, 1.57740], [-3.11980, -3.48940, 0.37040], [-0.45770, 0.16440, 0.00710], [0.42780, 0.80190, -1.80690], [-4.00540, 1.91870, -1.80330], [1.26760, 3.80110, 1.69230]]}